one) 7
Properties=species:S:1:pos:R:3:mulliken_charge:R:1 method="wB97M-V/def2-TZVPD" e_lumo_ev=0.05
C 1.0868 0.0842 0.0836 -0.233
N 0.1025 -0.1372 0.7861 -0.301
N -1.0464 -0.1230 0.0490 0.988
O -1.6809 -1.0846 -0.1806 -0.531
O -1.4289 1.0029 -0.2687 -0.504
H 2.0484 0.2733 0.5197 0.288
H 0.9185 -0.0156 -0.9891 0.292

=====

two) 7
Properties=species:S:1:pos:R:3:mulliken_charge:R:1 method="wB97M-V/def2-TZVPD" e_lumo_ev="-1.72 / -2.36"
C -1.9991 0.0243 0.0657 0.618
N -1.1663 -0.6407 0.8569 -0.498
N -1.0087 0.8488 0.7115 -0.027
O -2.9768 0.0134 -0.5207 -0.349
O -0.0113 1.2808 -0.1455 -0.365
H 0.1645 -1.4601 -0.0966 0.257
H 0.4416 1.8568 0.3823 0.364

=====

Quick one: least stable of them? two)

=====

one) 21
Properties=species:S:1:pos:R:3:mulliken_charge:R:1 method="wB97M-V/def2-TZVPD" charge=+1 e_lumo_ev="-4.59 / -3.83"
C 0.8720 -0.7281 -1.0874 -0.560
C -0.5588 -1.1526 -0.9277 -0.485
C -1.0123 0.6409 0.8030 -0.665
C -1.5317 1.1089 -1.5445 -1.137
C 2.2700 -0.4827 2.8565 -0.806
N 1.5373 -0.3048 0.1940 -0.251
N -1.3804 0.0540 -0.5255 0.044
S 1.8355 -1.4085 1.3419 0.148
H 1.6650 -1.5379 -1.2938 0.357
H 1.0034 0.0512 -1.8904 0.307
H -1.0659 -1.5307 -1.9520 0.323
H -0.7564 -1.9493 -0.1551 0.363
H -1.1811 -0.1229 1.5831 0.384
H -0.5354 1.4965 1.0055 0.365
H -1.6405 0.7509 -2.5487 0.397
H -2.4758 1.4611 -1.3983 0.513
H -0.9144 1.9667 -1.5146 0.377
H 2.8039 0.4443 2.4694 0.296
H 2.9948 -1.1141 3.4374 0.327
H 1.4266 -0.1530 3.3567 0.298
H -2.3528 -0.2987 -0.4397 0.404

=====

two) 21
Properties=species:S:1:pos:R:3:mulliken_charge:R:1 method="wB97M-V/def2-TZVPD" charge=+1 e_lumo_ev=-4.29
C 2.2081 1.0188 -0.6979 -0.864
C 0.7096 -1.2584 0.1337 -1.152
C -0.4135 0.8631 0.8990 -0.695
C -0.5420 -0.3646 0.0540 1.731
C -1.7459 -1.1361 0.6483 -1.749
N -1.0140 1.9488 0.5140 -0.221
N -0.8925 0.0758 -1.2865 -0.802
S 2.2726 -0.2269 0.4284 0.013
H 2.3928 0.8266 -1.7360 0.385
H 2.4897 1.9693 -0.2904 0.325
H 0.6601 -1.9441 0.9770 0.479
H 0.8208 -1.8273 -0.7887 0.499
H 0.0467 0.8035 1.8773 0.463
H -2.6579 -0.5767 0.4560 0.437
H -1.6398 -1.2808 1.7190 0.461
H -1.8280 -2.1104 0.1717 0.431
H -1.4333 1.9049 -0.4167 0.263
H -1.0568 2.7949 1.0633 0.273
H -0.0741 0.4049 -1.7914 0.222
H 3.0380 -1.2274 -0.1126 0.206
H -1.3406 -0.6578 -1.8215 0.294

=====

Quick one: least stable of them? one)

=====

one) 58
Properties=species:S:1:pos:R:3:mulliken_charge:R:1 method="wB97M-V/def2-TZVPD" charge=+1 e_lumo_ev=-5.27
C -0.8585 -3.0213 -2.9153 -1.231
C -0.8315 -2.1709 -1.6579 -0.936
N -0.2556 -0.7953 -1.6848 1.069
C 1.2071 -0.7959 -1.8299 -0.683
C 1.8357 -1.0077 -3.1948 -1.372
C -0.9441 0.2001 -2.5111 0.478
C -2.2096 -0.1698 -3.2701 -1.809
H -1.2438 -4.0139 -2.6501 0.444
H -1.5204 -2.6097 -3.6816 0.280
H 0.1376 -3.1645 -3.3412 0.172
H -1.8506 -2.0595 -1.2632 0.546
H -0.2351 -2.6935 -0.8986 0.350
H 1.5249 0.1801 -1.4589 0.320
H 1.5775 -1.5415 -1.1116 0.382
H 2.8881 -0.7090 -3.1347 0.462
H 1.8019 -2.0563 -3.4971 0.339
H 1.3568 -0.3864 -3.9563 0.220
H -1.2027 1.0069 -1.8133 -0.242
H -0.2146 0.6567 -3.2000 0.335
H -2.7663 0.7575 -3.4534 0.491
H -1.9864 -0.6029 -4.2515 0.336
H -2.8656 -0.8415 -2.7085 0.348
C 2.7153 -2.5346 5.4782 -0.813
O 1.5818 -2.9031 4.6522 -0.417
C 1.3102 -2.1137 3.5807 0.850
C 0.1809 -2.4396 2.7847 -1.458
C -0.2238 -1.5838 1.7839 -0.245
C 0.4757 -0.3794 1.5137 0.482
C -0.0780 0.6290 0.6437 2.105
C 0.7016 1.7672 0.1687 -0.466
C -0.1963 2.8506 -0.1228 -0.189
C 0.2726 4.0678 -0.6015 -0.432
C 1.6506 4.2188 -0.8165 -0.787
C 2.5416 3.1731 -0.5205 -1.217
C 2.0749 1.9489 -0.0215 0.369
C -1.5411 2.4219 0.2318 -0.475
C -1.4628 1.0713 0.7368 1.058
C -2.5860 0.5021 1.3306 -0.377
C -3.7896 1.2176 1.3258 -0.967
C -3.8740 2.5015 0.7611 -0.775
C -2.7392 3.1198 0.2206 -0.618
C 1.6603 -0.1311 2.2528 -0.925
C 2.0811 -0.9715 3.2637 -0.874
H 2.7684 -3.3271 6.2237 0.247
H 3.6415 -2.5014 4.8865 0.334
H 2.5501 -1.5607 5.9621 0.364
H -0.3694 -3.3486 3.0222 0.460
H -1.0971 -1.8390 1.1847 0.630
H -0.4404 4.8706 -0.7916 0.467
H 2.0382 5.1564 -1.2183 0.416
H 3.6148 3.3102 -0.6719 0.434
H 2.7727 1.1362 0.1836 0.676
H -2.5139 -0.4755 1.7974 0.485
H -4.6744 0.7713 1.7793 0.447
H -4.8305 3.0254 0.7517 0.419
H -2.7608 4.1262 -0.1968 0.468
H 2.2276 0.7786 2.0843 0.602
H 2.9728 -0.7172 3.8410 0.427

=====

two) 58
Properties=species:S:1:pos:R:3:mulliken_charge:R:1 method="wB97M-V/def2-TZVPD" charge=+1 e_lumo_ev=-4.89
C 4.8805 -1.8626 2.0418 -0.835
O 4.6729 -0.4395 2.1345 -0.415
C 3.4503 0.0227 2.5030 0.745
C 3.1668 1.3788 2.1968 -0.932
C 1.8796 1.8448 2.3074 -0.281
C 0.8493 1.0378 2.8758 0.378
C -0.4639 1.5635 3.0580 -0.375
C -1.6592 0.8418 2.7907 0.653
C -2.9283 1.4396 3.0681 -0.682
C -4.1009 0.7396 2.8663 -0.896
C -4.0841 -0.5251 2.2613 1.101
C -5.3634 -1.2196 1.9197 -1.492
C -2.8568 -1.1087 1.9280 -1.004
C -1.6670 -0.4508 2.1773 -0.549
C 1.1843 -0.2842 3.2855 -0.691
C 2.4577 -0.7913 3.1058 -0.747
H 5.8675 -1.9494 1.5890 0.266
H 4.8747 -2.3252 3.0376 0.326
H 4.1257 -2.3428 1.4039 0.370
H 3.9732 2.0032 1.8138 0.495
H 1.6260 2.8464 1.9511 0.534
H -0.5778 2.6479 3.1035 0.933
H -2.9520 2.4692 3.4328 0.489
H -5.0590 1.1720 3.1649 0.411
H -5.2089 -2.3017 1.8627 0.379
H -6.1396 -1.0048 2.6603 0.393
H -5.7414 -0.8902 0.9420 0.296
H -2.8472 -2.0971 1.4623 0.367
H -0.7211 -0.9086 1.8862 0.627
H 0.4175 -0.9058 3.7553 0.593
H 2.6856 -1.8240 3.3882 0.366
C 4.2735 5.4225 6.9469 -0.463
C 3.2106 6.3221 6.7974 -0.538
C 2.0957 5.9628 6.0409 -0.433
C 2.0324 4.6946 5.4538 0.058
C 0.7441 4.2513 4.7970 0.241
C -0.0451 3.3945 5.7830 -0.171
C -1.5726 3.5320 5.8119 -0.831
C -2.0425 2.1939 6.4192 -0.572
C -0.8349 1.2501 6.3382 -0.773
N 0.1557 1.9838 5.5545 -0.054
C 3.1078 3.8015 5.5727 0.062
C 4.2196 4.1621 6.3409 -0.724
H 5.1452 5.7031 7.5381 0.369
H 3.2397 7.3009 7.2721 0.379
H 1.2543 6.6474 5.9095 0.354
H 0.1349 5.1203 4.5156 0.503
H 0.9684 3.6655 3.8969 -0.777
H 0.2882 3.6458 6.8134 0.718
H -1.8890 4.4048 6.3900 0.484
H -1.9450 3.6360 4.7859 0.193
H -2.3368 2.3384 7.4660 0.296
H -2.8841 1.7769 5.8615 0.283
H -0.4615 1.0408 7.3590 0.489
H -1.0622 0.2881 5.8608 0.280
H 1.1072 1.6798 5.7348 0.264
H 3.0594 2.8272 5.0756 0.150
H 5.0332 3.4470 6.4658 0.390

=====

Quick one: least stable of them? one)

=====

one) 45
Properties=species:S:1:pos:R:3:mulliken_charge:R:1 method="wB97M-V/def2-TZVPD" e_lumo_ev=0.54
C -7.6132 -1.0105 -0.7957 -0.841
O -6.9020 -0.5065 0.3073 -0.452
C -5.5480 -0.3817 0.2072 0.780
C -4.8949 0.1241 1.3321 -0.685
C -3.5281 0.2930 1.3465 -0.405
C -2.7735 -0.0416 0.2240 0.431
N -1.3812 0.0980 0.1683 0.227
C -0.5419 0.6488 1.0815 -0.135
O -0.8787 1.0769 2.1636 -0.703
C 0.9259 0.6599 0.6433 0.333
C 1.1388 1.4324 -0.6703 -0.550
C 0.5477 2.8140 -0.5264 0.110
O 1.1213 3.7797 -0.1081 -0.579
O -0.7369 2.8389 -0.9088 -0.380
C 1.4677 -0.7782 0.5430 -1.104
C 2.9561 -0.7781 0.3342 0.365
C 3.5078 -1.0227 -0.9148 -0.364
C 4.8788 -0.9876 -1.1026 -0.779
C 5.7335 -0.7034 -0.0478 0.985
C 7.2194 -0.6664 -0.2356 -1.410
C 5.1786 -0.4590 1.2041 -0.724
C 3.8115 -0.4954 1.3929 -0.428
C -3.4226 -0.5455 -0.8969 -0.998
C -4.7955 -0.7165 -0.9125 -0.298
H -8.6589 -1.0214 -0.4923 0.238
H -7.2999 -2.0296 -1.0461 0.332
H -7.4999 -0.3689 -1.6759 0.332
H -5.4886 0.3802 2.1949 0.410
H -3.0368 0.6859 2.2201 0.526
H -0.9780 -0.1878 -0.7122 0.059
H 1.4710 1.1828 1.4355 0.529
H 0.6630 0.9262 -1.5111 0.359
H 2.2097 1.5192 -0.8572 0.515
H -1.1247 3.7137 -0.7492 0.330
H 1.2271 -1.2970 1.4739 0.451
H 0.9793 -1.3079 -0.2781 0.364
H 2.8622 -1.2485 -1.7524 0.338
H 5.2869 -1.1830 -2.0842 0.304
H 7.6245 0.2795 0.1206 0.339
H 7.4840 -0.7877 -1.2829 0.340
H 7.6914 -1.4656 0.3354 0.318
H 5.8293 -0.2384 2.0381 0.384
H 3.3989 -0.3054 2.3732 0.440
H -2.8507 -0.8088 -1.7763 0.321
H -5.2606 -1.1100 -1.8024 0.376

=====

two) 45
Properties=species:S:1:pos:R:3:mulliken_charge:R:1 method="wB97M-V/def2-TZVPD" e_lumo_ev=0.81
C 0.9269 -3.1351 1.6758 -1.186
C 1.0969 -2.3086 0.4290 0.950
O 0.5734 -2.5399 -0.6309 -0.590
O 1.9033 -1.2710 0.6585 -0.423
C 2.1357 -0.3392 -0.3971 -0.417
C 1.4523 1.0168 -0.0894 -0.976
N 0.2853 1.3692 -0.8592 0.291
C 0.5537 1.8758 -2.1964 -1.810
C 1.1666 0.8908 -3.1642 0.656
C 2.5374 0.8918 -3.3954 -0.142
C 3.1129 -0.0398 -4.2404 -0.670
C 2.3233 -0.9909 -4.8641 -0.430
C 0.9558 -0.9941 -4.6503 -0.883
C 0.3809 -0.0556 -3.8117 0.179
C -0.8188 0.4302 -0.7692 -0.573
C -1.3472 0.3292 0.6391 -0.011
C -1.8012 -0.8850 1.1285 -0.672
C -2.3120 -1.0159 2.4191 -1.322
C -2.3465 0.1158 3.1947 1.213
C -1.8978 1.3440 2.7064 0.981
C -1.4008 1.4781 1.4354 -1.347
O -2.0477 2.3003 3.6786 -0.503
C -2.6120 1.6381 4.7889 -0.257
O -2.7855 0.2712 4.4856 -0.491
H 0.2153 -2.6314 2.3275 0.186
H 0.5430 -4.1167 1.4157 0.346
H 1.8749 -3.2188 2.1984 0.368
H 3.2194 -0.2163 -0.4549 0.329
H 1.7715 -0.7671 -1.3344 0.395
H 2.1806 1.8194 -0.2205 0.458
H 1.1638 0.9944 0.9665 0.440
H -0.3973 2.2402 -2.5967 0.506
H 1.2231 2.7345 -2.0826 0.498
H 3.1585 1.6307 -2.9081 0.402
H 4.1795 -0.0244 -4.4120 0.388
H 2.7719 -1.7231 -5.5190 0.397
H 0.3336 -1.7289 -5.1393 0.383
H -0.6887 -0.0577 -3.6616 0.385
H -1.6222 0.8170 -1.4059 0.631
H -0.5648 -0.5767 -1.1320 0.312
H -1.7598 -1.7569 0.4937 0.618
H -2.6668 -1.9612 2.7947 0.453
H -1.0572 2.4254 1.0565 0.442
H -3.5887 2.0889 5.0301 0.246
H -1.9431 1.7404 5.6587 0.247

=====

Quick one: least stable of them? two)